# 1
{"formula": "C31H26BrN7O4Tc", "method": "ωB97M-V with the def2-TZVPD basis set", "total_energy_ha": -4535.49432, "charge": 2, "multiplicity": 2, "molar_mass_g_mol": 738.5, "lumo_energy_ha": [-0.2715, -0.2465], "homo_ev": [-13.2, -13.2], "s2": 1.201, "homo_lumo_gap_ev": [5.8, 6.5], "species": ["Tc", "N", "C", "N", "C", "N", "N", "C", "C", "C", "C", "C", "C", "N", "C", "C", "C", "C", "C", "C", "H", "H", "H", "H", "H", "H", "H", "H", "H", "H", "H", "O", "C", "C", "C", "C", "C", "C", "C", "O", "N", "N", "C", "C", "Br", "C", "C", "C", "C", "C", "C", "C", "H", "H", "H", "H", "H", "H", "H", "H", "H", "H", "H", "H", "H", "H", "O", "C", "O", "H"], "positions_angstrom": [[-1.738, -0.030, -0.271], [0.702, -3.649, -0.034], [-0.017, -2.672, -0.533], [-0.438, -1.649, 0.203], [-0.169, -1.634, 1.549], [-0.667, -0.657, 2.311], [-1.442, 0.145, 1.599], [-1.863, 1.387, 2.240], [-2.937, 2.015, 1.371], [-3.779, 2.987, 1.859], [-4.612, 3.654, 0.972], [-4.567, 3.340, -0.377], [-3.709, 2.345, -0.797], [-2.919, 1.685, 0.061], [0.657, -2.651, 2.132], [1.038, -2.644, 3.485], [1.845, -3.644, 3.965], [2.290, -4.668, 3.112], [1.925, -4.697, 1.786], [1.105, -3.681, 1.305], [0.937, -4.428, -0.637], [-0.305, -2.722, -1.574], [-2.194, 1.193, 3.259], [-3.771, 3.226, 2.914], [-5.286, 4.421, 1.332], [-5.193, 3.848, -1.097], [-3.651, 2.046, -1.834], [0.684, -1.848, 4.125], [2.140, -3.648, 5.005], [2.933, -5.446, 3.501], [2.259, -5.494, 1.133], [2.314, 1.400, 3.463], [2.304, 2.724, 3.103], [3.161, 3.652, 3.672], [3.098, 4.978, 3.276], [2.187, 5.389, 2.312], [1.336, 4.456, 1.749], [1.399, 3.113, 2.124], [0.425, 2.100, 1.602], [-0.790, 2.305, 2.319], [0.281, 2.327, 0.155], [-0.042, 1.245, -0.657], [0.657, 1.072, -1.713], [0.275, 0.140, -2.776], [-1.608, -0.144, -2.890], [1.161, -0.461, -3.562], [0.992, -1.454, -4.627], [1.994, -2.416, -4.763], [1.877, -3.423, -5.707], [0.771, -3.455, -6.545], [-0.204, -2.469, -6.451], [-0.099, -1.473, -5.494], [2.948, 1.272, 4.181], [3.872, 3.337, 4.428], [3.767, 5.697, 3.731], [2.133, 6.427, 2.015], [0.598, 4.775, 1.022], [0.812, 1.105, 1.794], [1.062, 2.852, -0.223], [1.563, 1.661, -1.854], [2.193, -0.196, -3.331], [2.873, -2.368, -4.128], [2.657, -4.165, -5.808], [0.678, -4.237, -7.288], [-1.042, -2.470, -7.135], [-0.838, -0.681, -5.468], [-2.624, -2.873, -1.274], [-3.512, -2.296, -0.692], [-3.395, -1.118, -0.105], [-4.488, -2.760, -0.519]]}


# 2
{"formula": "C5H10N2O", "method": "ωB97M-V with the def2-TZVPD basis set", "total_energy_ha": -381.20121, "charge": 0, "multiplicity": 1, "molar_mass_g_mol": 114.1, "lumo_energy_ha": 0.0311, "smiles": "Cc1c[nH]cn1.CO", "homo_ev": -8.6, "homo_lumo_gap_ev": 9.4, "species": ["C", "C", "C", "N", "C", "N", "H", "H", "H", "H", "H", "H", "C", "O", "H", "H", "H", "H"], "positions_angstrom": [[0.512, -0.422, -1.204], [-0.855, -0.489, -0.637], [-2.075, -0.170, -1.352], [-3.086, -0.179, -0.387], [-2.515, -0.424, 0.860], [-1.177, -0.598, 0.711], [0.585, -0.921, -2.271], [1.241, -1.101, -0.599], [1.115, 0.526, -1.287], [-2.395, 0.115, -2.367], [-4.002, 0.173, -0.415], [-3.065, -0.274, 1.701], [2.487, 0.536, 1.526], [3.121, 1.207, 0.383], [2.557, -0.542, 1.519], [3.055, 0.798, 2.464], [1.582, 0.950, 1.743], [2.918, 0.815, -0.386]]}


# 3
{"formula": "C41H61I2N2O5SSc", "method": "ωB97M-V with the def2-TZVPD basis set", "total_energy_ha": -3838.89978, "charge": 1, "multiplicity": 2, "molar_mass_g_mol": 992.8, "lumo_energy_ha": [-0.1335, -0.1368], "homo_ev": [-9.0, -9.5], "s2": 0.790, "homo_lumo_gap_ev": [5.4, 5.8], "species": ["Sc", "C", "C", "C", "C", "C", "C", "C", "N", "C", "C", "C", "C", "C", "C", "O", "C", "C", "C", "C", "C", "C", "C", "C", "C", "O", "C", "C", "C", "C", "C", "C", "H", "H", "H", "H", "H", "H", "H", "H", "H", "H", "H", "H", "H", "H", "H", "H", "H", "H", "H", "H", "H", "H", "H", "H", "H", "H", "H", "H", "H", "H", "H", "H", "H", "H", "H", "H", "H", "H", "H", "H", "O", "S", "C", "C", "C", "C", "H", "H", "H", "H", "H", "H", "H", "H", "I", "I", "O", "N", "C", "C", "C", "C", "C", "H", "H", "H", "H", "H", "C", "C", "C", "O", "C", "H", "H", "H", "H", "H", "H", "H", "H"], "positions_angstrom": [[1.310, -0.334, 1.179], [-5.089, 2.447, -2.124], [-4.478, 1.050, -2.310], [-5.581, -0.011, -2.182], [-3.893, 0.971, -3.721], [-3.415, 0.814, -1.237], [-2.104, 0.526, -1.536], [-1.166, 0.323, -0.510], [0.164, 0.030, -0.660], [0.912, 0.078, -1.792], [0.614, 0.743, -2.998], [1.428, 0.608, -4.092], [2.540, -0.250, -3.980], [2.929, -0.878, -2.806], [2.158, -0.623, -1.651], [2.489, -1.017, -0.431], [4.123, -1.839, -2.782], [4.771, -1.985, -4.160], [3.630, -3.227, -2.345], [5.206, -1.360, -1.806], [1.101, 1.364, -5.382], [2.124, 1.099, -6.488], [-0.281, 0.929, -5.890], [1.085, 2.873, -5.094], [-1.575, 0.305, 0.859], [-0.638, -0.017, 1.756], [-2.911, 0.615, 1.176], [-3.772, 0.876, 0.113], [-3.531, 0.677, 2.584], [-4.089, 2.090, 2.826], [-4.677, -0.347, 2.670], [-2.575, 0.369, 3.736], [-5.850, 2.629, -2.886], [-4.321, 3.218, -2.214], [-5.563, 2.554, -1.147], [-6.349, 0.151, -2.942], [-6.064, 0.029, -1.204], [-5.169, -1.013, -2.317], [-4.683, 1.155, -4.451], [-3.471, -0.015, -3.930], [-3.117, 1.725, -3.874], [-1.798, 0.406, -2.562], [-0.239, 1.405, -3.033], [3.141, -0.409, -4.861], [4.064, -2.347, -4.909], [5.581, -2.713, -4.092], [5.200, -1.043, -4.507], [2.903, -3.618, -3.061], [3.159, -3.173, -1.363], [4.467, -3.927, -2.289], [5.448, -0.307, -1.971], [6.118, -1.947, -1.933], [4.872, -1.491, -0.780], [2.146, 0.045, -6.775], [3.129, 1.404, -6.191], [1.850, 1.676, -7.373], [-0.293, -0.143, -6.102], [-0.530, 1.464, -6.809], [-1.064, 1.137, -5.158], [2.062, 3.204, -4.736], [0.341, 3.131, -4.339], [0.847, 3.428, -6.005], [-4.802, 1.112, 0.346], [-4.859, 2.360, 2.103], [-3.292, 2.835, 2.753], [-4.533, 2.151, 3.823], [-5.447, -0.160, 1.922], [-5.148, -0.307, 3.655], [-4.294, -1.359, 2.513], [-1.741, 1.067, 3.787], [-2.168, -0.637, 3.644], [-3.132, 0.436, 4.674], [1.766, -0.404, 3.318], [0.858, -0.238, 4.523], [1.905, -0.280, 5.992], [0.951, -0.784, 7.066], [0.138, -1.958, 6.464], [0.249, -1.893, 4.933], [2.311, 0.711, 6.185], [2.720, -0.973, 5.769], [0.280, 0.023, 7.364], [1.500, -1.086, 7.955], [-0.901, -1.902, 6.780], [0.526, -2.914, 6.809], [-0.687, -2.066, 4.408], [1.014, -2.560, 4.532], [4.524, -0.163, 1.500], [5.174, 1.013, 3.812], [1.740, 1.736, 1.170], [1.545, 2.707, 2.032], [0.343, 2.849, 2.619], [0.131, 3.873, 3.518], [1.158, 4.757, 3.809], [2.385, 4.587, 3.181], [2.558, 3.552, 2.292], [-0.391, 2.106, 2.337], [-0.843, 3.967, 3.977], [1.006, 5.566, 4.509], [3.212, 5.254, 3.373], [3.473, 3.345, 1.759], [-0.326, -4.445, 0.839], [1.144, -4.592, 0.441], [1.810, -3.538, 1.305], [0.823, -2.480, 1.442], [-0.471, -2.942, 0.949], [-0.509, -4.922, 1.804], [-1.014, -4.865, 0.108], [1.278, -4.352, -0.615], [1.548, -5.585, 0.626], [2.706, -3.111, 0.859], [2.039, -3.916, 2.303], [-0.652, -2.484, -0.025], [-1.233, -2.602, 1.646]]}


# 4
{"formula": "C3H4ClNO2", "method": "ωB97M-V with the def2-TZVPD basis set", "total_energy_ha": -782.06092, "charge": 0, "multiplicity": 1, "molar_mass_g_mol": 121.5, "lumo_energy_ha": 0.0084, "smiles": "CC(=O)N(Cl)C=O", "homo_ev": -10.0, "homo_lumo_gap_ev": 10.3, "species": ["C", "C", "O", "N", "Cl", "C", "O", "H", "H", "H", "H"], "positions_angstrom": [[-0.315, 0.092, 0.104], [-1.012, -1.174, -0.279], [-1.804, -1.120, -1.151], [-0.877, -2.229, 0.631], [-1.481, -3.823, 0.658], [0.387, -2.255, 1.794], [1.293, -1.523, 1.850], [0.599, -0.229, 0.606], [-0.174, 0.760, -0.724], [-0.846, 0.712, 0.878], [0.266, -3.220, 2.414]]}


# 5
{"formula": "C4H10Cl2SSi", "method": "ωB97M-V with the def2-TZVPD basis set", "total_energy_ha": -1766.57244, "charge": 0, "multiplicity": 1, "molar_mass_g_mol": 189.2, "lumo_energy_ha": 0.0213, "smiles": "CCCS[Si](C)(Cl)Cl", "homo_ev": -9.1, "homo_lumo_gap_ev": 9.6, "species": ["C", "C", "C", "S", "Si", "C", "Cl", "Cl", "H", "H", "H", "H", "H", "H", "H", "H", "H", "H"], "positions_angstrom": [[1.276, -1.306, 2.713], [0.104, -0.569, 2.101], [0.118, -0.396, 0.559], [-1.541, 0.063, -0.110], [-1.105, 1.515, -1.688], [-0.526, 0.652, -3.239], [0.469, 2.630, -1.066], [-2.945, 2.294, -2.000], [1.157, -2.400, 2.777], [2.190, -1.102, 2.142], [1.348, -0.936, 3.666], [-0.042, 0.501, 2.348], [-0.675, -1.111, 2.456], [0.723, 0.388, 0.221], [0.425, -1.433, 0.134], [-0.856, 1.039, -4.112], [0.583, 0.627, -3.488], [-0.704, -0.457, -3.414]]}


# 6
{"formula": "C22H28CuN2O3S2Sb", "method": "ωB97M-V with the def2-TZVPD basis set", "total_energy_ha": -3867.49747, "charge": -1, "multiplicity": 2, "molar_mass_g_mol": 617.9, "lumo_energy_ha": [0.1023, 0.0796], "homo_ev": [-4.4, -4.4], "s2": 0.754, "homo_lumo_gap_ev": [7.1, 6.5], "species": ["Cu", "O", "C", "C", "C", "C", "C", "C", "C", "N", "N", "C", "O", "C", "C", "C", "C", "C", "C", "H", "H", "H", "H", "H", "H", "H", "H", "H", "H", "C", "O", "C", "S", "S", "H", "H", "H", "C", "C", "Sb", "C", "C", "C", "C", "H", "H", "H", "H", "H", "H", "H", "H", "H", "H", "H", "H", "H", "H", "H"], "positions_angstrom": [[0.584, -0.670, -0.754], [1.428, -0.263, -2.511], [2.645, 0.177, -2.631], [3.041, 0.953, -3.755], [4.331, 1.398, -3.922], [5.315, 1.147, -2.962], [4.994, 0.400, -1.858], [3.683, -0.084, -1.663], [3.498, -0.857, -0.457], [2.355, -1.135, 0.044], [2.309, -1.914, 1.199], [1.077, -2.269, 1.437], [0.082, -1.968, 0.665], [0.743, -3.123, 2.646], [-0.481, -3.775, 2.635], [-0.918, -4.556, 3.699], [-0.127, -4.701, 4.821], [1.100, -4.049, 4.863], [1.532, -3.285, 3.778], [2.231, 1.216, -4.419], [4.579, 2.046, -4.759], [6.301, 1.583, -3.103], [5.764, 0.188, -1.114], [4.388, -1.180, 0.101], [-1.096, -3.610, 1.761], [-1.924, -4.992, 3.655], [-0.482, -5.259, 5.677], [1.726, -4.152, 5.752], [2.478, -2.776, 3.834], [2.794, 4.210, -1.994], [1.470, 3.921, -2.433], [0.770, 3.019, -1.731], [-0.748, 2.687, -2.424], [1.401, 2.322, -0.337], [3.324, 3.288, -1.766], [2.728, 4.857, -1.101], [3.266, 4.737, -2.826], [-4.790, 0.361, -1.563], [-3.416, 0.842, -2.001], [-1.871, 0.308, -0.569], [-1.953, 1.944, 0.826], [-3.184, 2.814, 0.702], [-3.056, -1.110, 0.640], [-3.968, -0.516, 1.706], [-5.551, 0.645, -2.290], [-5.085, 0.840, -0.627], [-4.851, -0.710, -1.432], [-3.363, 1.938, -2.089], [-3.119, 0.419, -2.955], [-1.070, 2.533, 0.609], [-1.890, 1.554, 1.848], [-3.195, 3.325, -0.272], [-3.177, 3.600, 1.470], [-4.115, 2.261, 0.838], [-2.279, -1.678, 1.138], [-3.605, -1.772, -0.038], [-3.417, 0.144, 2.389], [-4.382, -1.312, 2.325], [-4.829, 0.040, 1.298]]}